# C23H26N2O2S

A single C23H26N2O2S molecule (ωB97M-V/def2-TZVPD, the Open Molecules 2025 dataset).

Element x y z (Å)
C -5.22 -1.91 -2.39
C -5.24 -1.89 -0.86
N -4.32 -0.92 -0.33
C -3.02 -1.16 0.06
C -2.42 -2.52 0.01
C -2.43 0.02 0.44
C -1.04 0.17 0.89
C -0.58 -0.48 1.96
C 0.85 -0.42 2.39
N 1.73 0.08 1.35
S 2.31 -1.09 0.30
O 1.48 -1.29 -0.86
O 2.63 -2.24 1.09
C 3.82 -0.29 -0.22
C 3.99 0.10 -1.54
C 5.17 0.73 -1.91
C 6.17 0.97 -0.97
C 7.45 1.63 -1.38
C 5.98 0.56 0.34
C 4.80 -0.07 0.72
C 1.20 1.26 0.69
C -0.15 1.01 0.02
C -3.40 1.05 0.27
C -3.41 2.42 0.50
C -4.55 3.14 0.24
C -5.70 2.51 -0.25
C -5.73 1.15 -0.48
C -4.57 0.42 -0.22
H -4.22 -2.17 -2.74
H -5.92 -2.65 -2.76
H -5.48 -0.94 -2.78
H -4.98 -2.88 -0.46
H -6.25 -1.64 -0.51
H -2.59 -2.99 -0.95
H -2.82 -3.16 0.79
H -1.34 -2.43 0.16
H -1.24 -1.08 2.57
H 0.97 0.22 3.28
H 1.21 -1.42 2.65
H 3.21 -0.10 -2.25
H 5.31 1.04 -2.93
H 7.29 2.33 -2.20
H 7.91 2.15 -0.55
H 8.16 0.87 -1.73
H 6.75 0.74 1.08
H 4.64 -0.39 1.73
H 1.11 2.04 1.46
H 1.95 1.58 -0.04
H 0.01 0.46 -0.91
H -0.63 1.96 -0.22
H -2.53 2.92 0.90
H -4.58 4.20 0.41
H -6.58 3.10 -0.46
H -6.62 0.67 -0.86

HOMO-LUMO gap: 0.3025 Eh
LUMO energy: 0.7 eV

***

# C23H26N2O3S

A single C23H26N2O3S molecule (ωB97M-V/def2-TZVPD, the Open Molecules 2025 dataset).

Element x y z (Å)
C 0.71 5.73 -1.21
C -0.64 5.17 -1.64
O -0.61 3.80 -1.98
C -0.50 2.89 -0.91
C -1.81 2.71 -0.13
C -1.73 1.56 0.87
N -1.79 0.28 0.21
C -2.71 -0.66 0.50
O -3.55 -0.55 1.37
C -2.58 -1.91 -0.38
N -1.41 -2.70 -0.05
C -0.24 -2.35 -0.65
O -0.19 -1.38 -1.39
C 0.95 -3.20 -0.41
C 2.20 -2.73 -0.41
C 2.56 -1.32 -0.40
C 1.90 -0.42 0.43
C 2.26 0.92 0.44
C 3.26 1.40 -0.40
C 3.60 2.85 -0.43
C 3.92 0.49 -1.22
C 3.59 -0.85 -1.21
S 0.63 -4.94 -0.36
C -0.71 -4.88 0.79
C -0.91 -5.97 1.63
C -1.92 -5.93 2.57
C -2.71 -4.80 2.69
C -2.52 -3.72 1.85
C -1.54 -3.76 0.87
H 0.64 6.81 -1.08
H 1.04 5.30 -0.26
H 1.46 5.52 -1.96
H -0.97 5.67 -2.55
H -1.39 5.36 -0.85
H -0.22 1.94 -1.39
H 0.30 3.17 -0.23
H -2.03 3.63 0.43
H -2.63 2.54 -0.83
H -2.58 1.59 1.55
H -0.81 1.63 1.45
H -1.12 0.08 -0.53
H -3.47 -2.53 -0.25
H -2.49 -1.61 -1.42
H 3.02 -3.44 -0.41
H 1.13 -0.77 1.10
H 1.75 1.60 1.11
H 4.64 3.01 -0.69
H 2.99 3.35 -1.19
H 3.40 3.33 0.52
H 4.71 0.84 -1.86
H 4.12 -1.54 -1.85
H -0.27 -6.83 1.53
H -2.08 -6.78 3.22
H -3.49 -4.76 3.44
H -3.14 -2.84 1.96

HOMO-LUMO gap: 0.3057 Eh
LUMO energy: 0.1 eV

***

# C23H26N2O6

A single C23H26N2O6 molecule (ωB97M-V/def2-TZVPD, the Open Molecules 2025 dataset).

Element x y z (Å)
C 3.32 -6.59 3.17
C 2.97 -6.88 1.71
O 3.35 -5.84 0.84
C 2.64 -4.68 0.81
C 1.43 -4.46 1.46
C 0.78 -3.24 1.33
C 1.34 -2.23 0.56
N 0.68 -0.98 0.43
C 0.50 -0.47 -0.82
C -0.05 0.75 -1.06
C -0.20 1.24 -2.46
O 0.05 2.38 -2.81
N -0.65 0.30 -3.33
C -0.88 0.56 -4.73
C -2.38 0.57 -5.11
O -2.96 1.84 -5.19
C -3.03 2.54 -3.96
C -0.45 1.56 0.06
C -1.00 2.84 -0.08
C -1.38 3.57 1.02
O -1.92 4.81 0.98
C -2.07 5.43 -0.28
C -1.23 3.02 2.33
O -1.64 3.82 3.35
C -1.49 3.34 4.66
C -0.68 1.77 2.47
C -0.29 1.02 1.35
C 0.29 -0.29 1.58
O 0.46 -0.78 2.68
C 2.55 -2.45 -0.09
C 3.18 -3.66 0.03
H 3.05 -7.44 3.79
H 2.79 -5.71 3.53
H 4.39 -6.41 3.26
H 1.90 -7.11 1.61
H 3.53 -7.75 1.36
H 0.97 -5.22 2.07
H -0.15 -3.07 1.84
H 0.85 -1.10 -1.63
H -0.92 -0.60 -2.98
H -0.37 -0.21 -5.32
H -0.44 1.53 -4.96
H -2.50 0.15 -6.11
H -2.93 -0.06 -4.39
H -2.04 2.85 -3.61
H -3.52 1.94 -3.19
H -3.63 3.43 -4.16
H -1.10 3.24 -1.07
H -2.48 6.42 -0.07
H -2.77 4.88 -0.91
H -1.11 5.53 -0.79
H -2.07 2.43 4.83
H -1.87 4.13 5.31
H -0.44 3.14 4.90
H -0.54 1.31 3.43
H 2.99 -1.66 -0.68
H 4.12 -3.85 -0.47

HOMO-LUMO gap: 0.3065 Eh
LUMO energy: 0.5 eV

***

In the order shown, the computed calculated total energy values come out to -42183.5727 -44231.6250 -39537.8229 eV.
In the order shown, the computed ΔE to the lowest compared entry with this formula, charge and spin values come out to 1.046 1.312 3.578 eV.